Entry from the OMol25 dataset: 6 unconnected molecules or ions with the total composition C5H23N2O6 (wB97M-V/def2-TZVPD).

Each atom is followed by the atoms it is bonded to, with distances in Å.
Geometry (Å):
1 C 1.0857 1.9516 1.0499  O2 1.477, C3 1.511, H9 1.090, H10 1.097
2 O 0.7550 1.8565 -0.3864  C1 1.477, H11 0.962
3 C 0.1663 1.1633 1.9531  C1 1.511, C4 1.525, H12 1.100, H13 1.093
4 C 0.3695 -0.3423 1.8172  C3 1.525, C5 1.505, H14 1.098, H15 1.091
5 C -0.3279 -0.9726 0.6415  C4 1.505, C6 1.337, N8 1.473
6 C -1.6449 -1.1971 0.5894  C5 1.337, N7 1.349, H16 1.090
7 N -2.4332 -1.7946 -0.3282  C6 1.349, H17 1.008, H18 1.003
8 N 0.4457 -1.2074 -0.5899  C5 1.473, H19 1.023, H20 1.029, H21 1.021
9 H 2.1595 1.7678 1.0762  C1 1.090
10 H 0.9595 3.0277 1.2184  C1 1.097
11 H 0.3976 2.7203 -0.6118  O2 0.962
12 H -0.8296 1.4752 1.6041  C3 1.100
13 H 0.1672 1.5809 2.9635  C3 1.093
14 H 1.4353 -0.5815 1.7097  C4 1.098
15 H 0.0526 -0.8326 2.7394  C4 1.091
16 H -2.1690 -0.7520 1.4351  C6 1.090
17 H -2.1720 -1.9570 -1.2881  N7 1.008
18 H -3.3284 -2.1803 -0.0938  N7 1.003
19 H 0.3494 -0.3419 -1.1265  N8 1.023
20 H 1.4293 -1.4821 -0.4677  N8 1.029
21 H 0.0841 -2.0207 -1.0906  N8 1.021
22 H -1.0602 1.3378 -0.9369  O24 0.965
23 H -2.5914 1.0952 -1.0943  O24 0.974
24 O -1.7161 0.6834 -1.2074  H22 0.965, H23 0.974
25 H -1.2730 -2.1334 -3.7094  O27 0.967
26 H -1.1844 -0.6892 -3.3090  O27 0.965
27 O -0.9443 -1.5701 -2.9958  H25 0.967, H26 0.965
28 H 4.5532 0.6050 2.2780  O30 0.964
29 H 3.8946 -0.6917 2.6606  O30 0.964
30 O 4.3707 -0.2759 1.9325  H28 0.964, H29 0.964
31 H 3.6584 -0.4901 -1.5110  O33 0.958
32 H 3.9863 -0.9289 -0.0464  O33 0.966
33 O 3.3707 -1.0413 -0.7827  H31 0.958, H32 0.966
34 H -4.6365 1.5919 -0.2865  O36 0.959
35 H -4.2050 3.0814 -0.5241  O36 0.960
36 O -3.9070 2.1688 -0.5206  H34 0.959, H35 0.960

Properties
Net charge: +1
E: -765.025430 a.u.
Kohn-Sham gap: 8.918 eV
HOMO: -11.21 eV
Energy relative to the best compared isomer or geometry (same formula, charge and spin): 235.33 kJ/mol
2S+1: 1
E_LUMO: -0.0843 Ha